Entry 1:
DFT (ωB97M-V with the def2-TZVPD basis set) results for a molecular structure, H29O15 at a distorted geometry.

- HOMO level (eV) = -6.96
- total charge = -1
- orbital gap (eV) = 9.1

```
44
Properties=species:S:1:pos:R:3:forces:R:3:mulliken_charge:R:1
O -0.08758 2.71962 -4.21179 -0.017 -0.021 -0.223 -0.6606
H 0.45045 2.60783 -3.41988 -0.236 -0.111 0.123 0.3314
H 3.42982 0.91542 0.96289 0.515 -0.698 0.239 0.3442
O -3.93251 1.78610 -2.34407 -0.167 0.142 -0.243 -0.6508
H -3.21070 1.67925 -1.71621 -0.072 -0.082 -0.065 0.2681
H 2.89417 -2.67033 1.05782 -0.062 0.235 0.385 0.3307
O 3.57150 1.28234 0.10199 0.261 0.157 -0.856 -0.6293
H 0.95603 0.02945 0.01127 0.192 0.877 0.122 0.2022
H -0.13941 4.79990 2.27672 -0.255 -0.664 0.134 0.3097
O 2.31663 -4.12307 -2.98116 0.581 -0.361 -0.641 -0.6336
H -0.20542 -0.53083 -3.60560 0.584 0.644 0.312 0.2664
H 1.64872 -3.45675 -3.13438 -0.289 0.163 0.407 0.3292
O 1.49185 1.52759 2.22045 0.276 -0.389 0.591 -0.6778
H 2.32429 1.36699 1.74968 -0.792 0.862 0.015 0.0227
H 0.54193 1.77190 -0.14130 0.044 -0.069 0.136 0.2418
O -1.24075 1.54924 3.11888 -0.198 0.434 0.337 -0.7307
H 0.58932 -4.36502 3.09814 0.421 0.408 -0.309 0.3075
H -1.41695 0.68683 3.50292 0.539 -0.218 -0.101 0.3521
O 1.13864 -0.91200 0.79405 -0.030 -0.316 -0.018 -0.6462
H 1.16821 0.61109 2.27628 -0.014 -0.098 -0.299 0.4263
H -3.99545 0.95060 -2.84253 0.182 0.282 0.437 0.4301
O -3.34582 -0.74498 -3.13050 0.703 -0.990 1.193 -0.6861
H -3.45662 -1.70243 -3.07588 -0.578 -0.029 -0.592 0.3128
H -0.99003 2.46616 -3.98095 0.226 0.027 0.204 0.3284
O -0.56412 -0.80491 -2.76604 -1.095 -1.168 0.597 -0.6033
H -0.13794 -0.48724 -1.95885 0.736 0.760 -0.590 0.3528
H 2.76619 1.03165 -0.41093 -0.134 0.452 0.309 0.4619
O -0.02939 -4.15538 2.39780 -1.023 -0.465 -0.062 -0.6536
H 2.26195 -4.45471 -2.08715 -0.327 0.234 0.241 0.3051
O -1.48396 -1.07284 1.57945 0.158 -0.019 -0.487 -0.6035
H -1.17907 -1.98370 1.51123 -0.299 -0.197 0.420 0.1773
H 0.34011 -3.61276 1.69991 0.664 0.185 0.291 0.3328
O -3.62328 1.34077 1.86010 -0.358 -0.375 -0.231 -0.6355
H -3.88814 0.74488 1.14853 0.002 0.092 0.145 0.2965
H -2.86118 0.90029 2.26531 -0.050 0.419 -0.340 0.3889
O 0.91851 1.04799 -0.64625 -0.176 -1.104 -0.568 -0.7991
H 2.03459 -1.19947 0.59831 -0.139 0.233 -0.263 0.0344
H -2.65023 -0.71259 -2.42928 -0.098 0.699 -0.955 0.2751
O 0.69186 4.51105 1.90485 0.791 0.634 -0.455 -0.6788
H -0.40303 1.52933 2.64210 -0.127 -0.183 0.175 0.3803
H -0.78615 -0.67861 1.02604 -0.123 0.214 0.305 0.4380
O 3.72224 -2.23603 1.28472 0.704 -0.476 -0.309 -0.6514
H 0.81330 3.55570 1.90837 -0.481 -0.057 0.367 0.3574
H 3.55740 -1.50832 1.88496 -0.439 -0.064 0.120 0.3364
```
Forces are in eV/Å.

=====

Entry 2:
DFT (ωB97M-V with the def2-TZVPD basis set) results for a molecular structure, H29O15 at a distorted geometry.

- HOMO level (eV) = -5.97
- total charge = -1
- orbital gap (eV) = 7.7

```
44
Properties=species:S:1:pos:R:3:forces:R:3:mulliken_charge:R:1
O -1.33074 -2.71745 -2.72640 -0.708 -0.691 0.886 -0.5846
H -1.85856 -3.52360 -2.61118 0.148 -0.039 -0.714 0.3113
H -2.12126 1.79844 -4.20256 -0.006 0.169 0.471 0.3103
O 3.27715 -1.22581 2.25272 0.696 0.543 0.431 -0.6131
H 2.40702 -1.27048 2.65328 -0.068 -0.391 -0.323 0.3225
H 1.68595 0.55854 -1.89249 -1.032 0.910 -0.262 0.3400
O -2.59116 2.44856 -3.66293 -0.169 -0.008 -0.339 -0.6514
H -1.06892 1.82051 0.68602 0.038 0.684 0.594 0.4377
H 4.92342 -2.25484 -0.36350 0.676 0.034 -0.622 0.3384
O 1.80012 3.80071 -2.03536 0.049 -0.158 0.252 -0.6710
H 0.55015 -0.78679 -3.00751 0.386 -0.104 -0.021 0.2865
H 1.43378 2.86993 -2.00166 0.405 0.853 -0.316 0.5069
O 1.16546 -2.73328 -0.43451 -1.731 -0.959 1.188 -0.5183
H 0.57566 -3.43603 -0.75233 0.948 -0.414 -0.572 0.3371
H -0.15382 2.58871 2.55052 0.139 0.547 -0.536 0.2938
O -0.27992 -1.15568 1.44262 0.693 0.306 -0.370 -0.5406
H -2.41712 -0.88887 2.62712 0.975 0.334 -0.405 0.3901
H -0.70843 -0.39148 1.01616 0.210 0.083 0.164 0.2467
O -1.18427 1.38833 -0.20267 -0.007 -0.750 -0.374 -0.6841
H 0.42738 -2.29163 0.06203 1.377 0.783 0.148 0.2601
H 3.33177 -1.74007 1.44886 -0.681 -0.246 0.062 0.2771
O -0.68742 5.24336 1.73576 -0.260 1.524 0.835 -0.6493
H -1.10786 4.51118 2.22747 0.606 -0.457 -1.205 0.3775
H -1.48577 -2.36279 -1.83905 0.482 0.666 -0.247 0.2658
O 1.03218 -1.05936 -2.21679 0.092 -0.487 -0.498 -0.5107
H 1.66896 -1.74450 -2.44530 -0.407 -0.183 -0.082 0.2491
H -2.33549 2.31709 -2.74421 0.246 -0.148 -0.040 0.3354
O -2.93103 -1.13298 1.84880 -2.024 -0.285 0.009 -0.5984
H 1.22540 4.34117 -2.57977 -0.154 -0.178 -0.021 0.2786
O -1.52134 0.73619 3.67472 0.107 -0.204 -0.076 -0.9223
H -1.31077 1.71063 2.96597 -1.215 -0.767 0.039 0.4377
H -2.40410 -1.27782 1.07429 0.624 -0.095 0.290 0.2245
O -1.21517 -5.18223 1.43744 -0.345 -0.554 -0.410 -0.6345
H -1.23285 -4.34236 0.97060 0.222 0.134 0.508 0.3132
H -0.61832 -5.13032 2.18501 0.108 0.459 -0.047 0.3210
O -1.04075 2.58985 2.15938 0.612 -0.640 0.617 -1.0683
H -2.00753 0.89832 -0.10699 -0.168 0.186 -0.066 0.2450
H -0.27171 5.00635 0.90794 -0.249 -0.873 0.179 0.2962
O 4.47053 -1.78225 -1.08119 -0.467 -0.462 1.397 -0.6227
H 0.47624 -0.71910 1.87082 -0.439 -0.213 -0.068 0.1688
H -2.45961 0.58422 3.84490 0.224 0.569 0.011 0.2094
O 1.06977 1.30582 -2.10044 0.371 0.244 0.363 -0.7710
H 3.63130 -1.70161 -0.59425 -0.313 0.388 -0.940 0.2693
H 0.34260 1.23109 -1.45873 0.010 -0.110 0.110 0.3902
```
Forces are in eV/Å.

=====

Entry 3:
DFT (ωB97M-V with the def2-TZVPD basis set) results for 15 unconnected molecules or ions with the total composition H29O15 at a distorted geometry.

- HOMO level (eV) = -6.97
- total charge = -1
- orbital gap (eV) = 9.2

```
44
Properties=species:S:1:pos:R:3:forces:R:3:mulliken_charge:R:1
O 0.76421 3.55457 0.14502 0.115 -0.111 0.083 -0.6380
H 1.00616 3.29247 -0.75131 -0.146 0.159 -0.055 0.2968
H 2.77143 0.60639 -4.19453 -0.030 -0.073 0.177 0.2933
O 1.85953 0.95418 -0.16883 -0.063 0.620 0.505 -0.9062
H 2.69123 1.40422 -0.33820 -0.019 -0.018 -0.135 0.1263
H 1.94782 -0.37963 -0.25528 -0.399 -0.776 -0.146 0.2644
O 1.83708 0.51947 -4.39198 -0.113 0.216 -0.319 -0.6400
H 0.65867 1.02734 -1.26720 0.855 0.151 -1.048 0.3321
H -1.82763 -0.51229 0.87497 -0.103 -0.303 0.018 0.2648
O 1.14069 -2.25957 -4.95933 0.139 -0.964 -0.259 -0.6802
H 5.03585 0.25831 1.01222 0.133 0.037 0.000 0.3030
H 1.04659 -1.32084 -5.06070 0.182 0.825 0.054 0.3106
O -0.29738 -4.04271 1.21662 -0.009 -0.235 -2.161 -0.5976
H -0.03241 -4.70254 0.54780 0.394 -0.740 1.110 0.3080
H 1.66473 -3.05352 -1.98224 0.008 -0.043 0.263 0.3130
O -5.55666 1.22620 0.83759 0.017 0.037 0.012 -0.6473
H -1.73472 1.85489 -0.68115 0.126 0.078 -0.049 0.3583
H -4.75634 1.33286 1.36539 0.017 0.034 -0.023 0.3298
O 0.14813 0.86148 -2.13660 -0.492 0.070 1.633 -0.7807
H -0.55121 -3.46438 0.46745 -0.243 1.178 1.098 0.2680
H -0.44811 0.19854 -1.75710 -0.248 -0.309 -0.812 0.3071
O -2.84666 3.01019 2.63417 1.409 0.063 -0.135 -0.6450
H -2.27670 3.19940 1.86650 -0.899 0.254 -0.576 0.2852
H 1.07860 2.76407 0.61635 -0.040 -0.043 -0.077 0.3552
O 5.10026 -0.69024 0.86431 -0.251 0.126 0.127 -0.6433
H 4.16948 -0.94820 0.82481 0.070 -0.144 -0.227 0.3251
H 1.34205 0.69173 -3.57361 0.000 -0.074 0.170 0.3815
O -2.45248 2.35278 -0.26955 -0.129 -0.055 -0.059 -0.5404
H 1.25739 -2.39793 -4.00455 -0.410 0.018 -0.102 0.4117
O 0.97506 -2.13899 4.16796 -0.044 -0.548 0.656 -0.6514
H 1.18151 -1.37908 3.63658 0.027 0.311 -0.547 0.3062
H -2.64927 3.03500 -0.91986 0.059 0.036 0.052 0.2497
O -3.19531 0.55403 3.84734 0.165 1.434 0.613 -0.6326
H -2.59325 0.82471 4.55834 0.100 -0.921 0.101 0.2945
H -3.52005 1.46228 3.66677 -0.455 -0.883 -0.560 0.3700
O 0.78397 -2.76091 -2.23268 -0.177 -0.127 -0.710 -0.7750
H 0.80052 -1.86327 -1.85472 -0.050 -0.480 0.262 0.4317
H -2.14565 2.53079 3.10187 -0.371 -0.039 0.440 0.3100
O -1.05183 -0.89971 0.44577 -0.422 0.612 0.026 -0.4889
H -5.28996 1.52956 -0.03561 0.068 -0.033 0.019 0.3159
H 0.74869 -2.85897 3.56845 -0.055 0.219 -0.225 0.3287
O 1.74724 -1.46090 -0.33469 1.048 1.064 0.576 -0.5509
H -0.47845 -0.12778 0.35790 0.536 -0.317 0.113 0.2125
H 1.94717 -1.78402 0.54550 -0.299 -0.309 0.117 0.1639
```
Forces are in eV/Å.

=====

Entry 4:
DFT (ωB97M-V with the def2-TZVPD basis set) results for 15 unconnected molecules or ions with the total composition H29O15 at a distorted geometry.

- 2S+1 = 2
- ⟨S²⟩ = 0.7511
- HOMO level (spin up / spin down) (eV) = 2.58 / -4.27
- total charge = -2
- orbital gap (spin up / spin down) (eV) = 2.4 / 9.2

```
44
Properties=species:S:1:pos:R:3:forces:R:3:mulliken_charge:R:1
O -0.16388 0.05179 2.90449 1.143 0.588 -0.795 -1.0225
H -0.14357 0.91345 2.43511 -0.593 -0.221 0.167 0.3870
H -2.06112 2.62781 -3.11783 0.900 0.713 0.347 0.3356
O 2.91869 1.26177 1.04832 0.275 0.030 -0.117 -0.5519
H 3.57474 1.10384 0.35390 0.023 0.076 -0.005 0.3683
H 2.31906 0.53127 0.86595 0.034 -0.601 0.328 0.1767
O -2.48976 1.79139 -3.11083 -1.331 -0.941 -0.556 -0.6826
H -2.90685 -3.09111 -1.45359 0.393 -0.643 0.229 0.3906
H 0.70704 -3.41450 1.22317 -0.123 -0.238 -1.132 0.2698
O 3.33710 -0.56091 -1.72657 -0.055 0.460 0.526 -0.8360
H 2.70355 0.76085 -2.23414 -0.969 1.058 -1.341 0.3906
H 4.04979 -0.75640 -2.30116 1.209 -0.196 -0.936 0.0428
O 0.21484 -1.99766 -4.04186 0.906 -1.115 -0.110 -0.5954
H 0.26759 -2.07339 -3.06415 0.358 0.651 -0.373 0.4008
H 0.86333 -1.57488 -1.07714 0.160 -0.222 0.551 0.3653
O -3.19772 -1.40753 3.93781 -0.687 0.215 0.154 -0.8033
H 0.95045 1.90001 -1.55844 0.184 -0.535 -2.605 0.4074
H -2.67136 -0.86837 3.34370 0.727 0.012 -0.284 0.2832
O -3.23023 -2.21343 -1.60832 -0.692 0.449 -0.429 -0.7941
H -0.67178 -1.73068 -4.17926 -1.372 0.475 -0.336 0.2939
H -2.51932 -1.62959 -1.34572 0.349 0.205 0.237 0.3144
O 3.24186 -1.81132 0.47723 -0.750 -0.262 -0.474 -0.3550
H 4.03774 -1.84451 0.96903 1.131 -0.066 1.001 0.1908
H 0.69745 -0.28796 2.55737 -0.642 -0.352 0.577 0.3459
O 2.15255 1.41505 -2.91545 1.516 -0.827 1.372 -0.8369
H 2.11493 0.78393 -3.63053 -0.421 -0.136 -0.523 0.2835
H 1.60211 -4.26590 0.33860 -0.438 0.456 -0.234 0.2833
O 0.83291 2.17926 -0.68076 -1.682 1.732 1.372 -0.7735
H 1.34138 1.53738 -0.24369 1.271 -0.940 1.190 0.2557
O -1.72635 1.96863 0.55096 3.300 1.007 -0.480 -0.7733
H -2.54693 1.52773 0.66072 -0.063 -2.045 0.049 0.4178
H -0.82498 1.49534 0.39840 -2.765 0.546 -0.178 0.1384
O -3.60551 3.26717 1.77897 -1.116 1.636 1.267 -0.4899
H -3.52122 2.55841 2.40863 0.276 -0.558 0.115 0.3131
H -3.53710 2.92662 0.90773 0.304 -0.383 -0.979 0.3078
O 0.92344 -0.96409 -1.81263 0.256 -0.626 -0.468 -1.1562
H 1.89583 -1.07991 -2.15264 -1.212 0.594 1.242 0.4317
H 3.51063 -1.38827 -0.39294 -0.681 0.162 -0.138 0.2289
O 0.72585 -3.83332 0.32351 0.462 -0.060 1.237 -0.5574
H -3.98358 -0.84657 4.02195 0.058 -0.278 0.155 0.3795
H -1.93368 1.13231 -2.69534 0.472 0.225 0.254 0.2984
O -1.29919 1.84408 4.77759 -2.068 -1.330 1.766 -0.7314
H -1.25591 2.77335 4.74683 0.893 1.274 -0.770 0.3765
H -0.69284 1.28889 4.31306 1.064 0.011 -0.872 0.2820
```
Forces are in eV/Å.

=====

Entry 5:
DFT (ωB97M-V with the def2-TZVPD basis set) results for 2 unconnected molecules or ions with the total composition H2INO2S at a distorted geometry.

- HOMO level (eV) = -8.85
- orbital gap (eV) = 7.5

```
7
Properties=species:S:1:pos:R:3:forces:R:3:mulliken_charge:R:1
N 0.13446 -0.00641 -1.56876 -0.846 3.129 0.781 -0.6030
O 0.33718 -0.98900 1.54155 -0.399 1.217 0.634 -0.3795
O -1.03662 -0.13167 3.39525 -0.168 0.092 0.231 -0.3703
S -0.19792 0.14246 2.27755 0.568 -1.299 -0.859 0.7415
I -0.08614 1.59593 -2.86216 0.201 -0.888 0.526 0.0955
H 0.13003 -0.87751 -2.00448 0.649 -1.363 -0.510 0.2373
H 0.71901 0.26621 -0.77895 -0.005 -0.888 -0.803 0.2785
```
Forces are in eV/Å.

=====

Entry 6:
DFT (ωB97M-V with the def2-TZVPD basis set) results for 2 unconnected molecules or ions with the total composition H2INS at a distorted geometry.

- HOMO level (spin up / spin down) (eV) = -9.24 / -9.40
- orbital gap (spin up / spin down) (eV) = 7.2 / 8.0

```
5
Properties=species:S:1:pos:R:3:forces:R:3:mulliken_charge:R:1
N 0.97812 -0.52405 -0.53357 1.052 -1.066 1.076 -0.3223
S 0.07272 0.50809 0.12869 -1.211 1.434 -0.360 0.0776
I -2.49804 -0.14393 0.12468 0.538 0.238 -0.054 -0.1265
H 1.57957 -1.35538 1.16869 -0.531 0.676 -1.551 0.1143
H -0.13237 1.51527 -0.88848 0.152 -1.281 0.890 0.2568
```
Forces are in eV/Å.

=====

Entry 7:
DFT (ωB97M-V with the def2-TZVPD basis set) results for a molecular structure, H2IO at a distorted geometry.

- HOMO level (eV) = -3.35
- total charge = -1
- orbital gap (eV) = 7.3

```
4
Properties=species:S:1:pos:R:3:forces:R:3:mulliken_charge:R:1
I 11.47447 22.53115 -17.43127 -0.406 -1.547 -2.429 -0.9130
O 11.80336 24.12477 -15.13354 0.135 1.893 2.747 -0.6455
H 11.87309 24.92865 -15.64844 -0.013 0.002 -0.216 0.2886
H 12.00911 23.42450 -15.75283 0.284 -0.349 -0.102 0.2698
```
Forces are in eV/Å.

=====

Entry 8:
DFT (ωB97M-V with the def2-TZVPD basis set) results for 2 unconnected molecules or ions with the total composition H2IO at a distorted geometry.

- HOMO level (eV) = -3.29
- total charge = -1
- orbital gap (eV) = 6.7

```
4
Properties=species:S:1:pos:R:3:forces:R:3:mulliken_charge:R:1
O 0.86749 -1.59997 0.09106 -1.024 0.470 -0.031 -0.6755
H -0.03793 -1.94891 0.25451 0.965 0.514 -0.193 0.3196
H 0.73389 -0.64447 -0.10240 0.044 -0.931 0.224 0.3543
I -1.56345 4.19335 -0.24317 0.014 -0.053 0.000 -0.9984
```
Forces are in eV/Å.

=====

Entry 9:
DFT (ωB97M-V with the def2-TZVPD basis set) results for a molecular structure, H2KO.

- 2S+1 = 2
- ⟨S²⟩ = 0.7541
- HOMO level (spin up / spin down) (eV) = -6.91 / -7.59
- orbital gap (spin up / spin down) (eV) = 6.1 / 6.8

```
4
Properties=species:S:1:pos:R:3:forces:R:3:mulliken_charge:R:1
H -0.17225 -0.41530 -0.72897 -0.017 0.055 0.053 0.1931
O 0.02124 0.03127 0.10032 0.333 -0.256 0.147 -1.0404
K 1.68452 -0.58265 1.71846 -0.388 0.197 -0.310 0.8725
H -1.53351 0.96668 -1.08981 0.072 0.004 0.110 -0.0253
```
Forces are in eV/Å.

=====

Entry 10:
DFT (ωB97M-V with the def2-TZVPD basis set) results for a molecular structure, H2KO at a distorted geometry.

- HOMO level (eV) = -14.73
- total charge = +1
- orbital gap (eV) = 10.2

```
4
Properties=species:S:1:pos:R:3:forces:R:3:mulliken_charge:R:1
O 0.56527 -0.49671 0.31713 0.393 -0.924 0.134 -0.6626
H 1.31159 -0.63604 0.94310 -0.778 0.119 -0.662 0.3331
H 0.39056 -1.38745 -0.06274 0.281 0.890 0.466 0.3362
K -2.26743 2.52020 -1.19749 0.104 -0.084 0.062 0.9933
```
Forces are in eV/Å.

=====

Computed values of total energy (unit: eV) for the preceding records, in sequence: -31185.1022 -31184.3622 -31185.6711 -31181.7338 -24551.9759 -20452.7558 -10182.6106 -10183.0470 -18401.5180 -18399.4668.